1.
Here is C18H21N5O in the gas phase in a non-equilibrium geometry from OMol25. Energies are from ωB97M-V/def2-TZVPD.

M: 323.40 g/mol
E: -1047.45931 Ha
LUMO level: 0.34 eV
ΔE to the lowest compared entry with this formula, charge and spin: 301.35 kJ/mol

Geometry (Å):
O 1.139421 4.352592 -2.169502
N -1.605527 -1.068131 -2.262769
N -0.704461 0.311460 0.909202
N -0.511818 -1.746375 -0.214733
N -1.982061 1.215031 -2.454879
N -1.291025 2.652921 -0.793944
C -2.069466 -0.030622 -2.891018
C -0.989081 3.688544 -1.827395
C 0.134544 -5.438000 0.463960
C -0.169219 -0.958926 0.876710
C -0.925265 5.003740 -1.124095
C 0.319947 5.544832 -2.052689
C -0.218701 -3.103713 -0.540839
C 0.371065 -0.816515 3.272160
C 2.605474 -1.160379 4.110618
C 2.877413 -1.715044 2.871270
C 1.282089 -0.738085 4.297609
C -1.629032 1.340933 -1.198034
C -1.255994 0.350055 -0.357400
C 2.044126 -1.739115 1.815634
C 0.327954 3.223557 -2.463949
C 0.733885 -1.174849 1.985954
C -0.566971 -4.046408 0.644664
C -1.161786 -0.883464 -1.044668
H 0.826360 -0.321773 5.188871
H -1.791540 3.705314 -2.599820
H -0.361991 -3.414768 1.562859
H 2.398867 -2.037253 0.836439
H -0.678484 -0.598377 3.361708
H -0.659499 -3.417633 -1.541833
H 0.077295 5.917970 -3.032678
H 1.175768 -5.437485 0.339116
H -0.105751 -6.096685 1.312017
H -1.862344 5.627896 -1.145866
H 3.837585 -2.160131 2.671082
H -0.865172 2.766004 0.061155
H -2.400230 -0.005327 -3.956274
H 0.950386 6.363826 -1.601117
H 3.259311 -1.118102 4.951640
H -0.695192 4.948738 -0.076434
H 0.741244 2.359540 -2.001991
H 0.252404 3.184916 -3.581847
H 0.872043 -3.141799 -0.614287
H -1.566548 -4.305073 0.486175
H -0.160022 -5.883839 -0.470783

Atoms 1-2, force components in eV/Å:
1.0 1.3 0.3
-0.2 -2.4 -1.1

=====

2.
Here is C18H21N5O3S2 in the gas phase in a non-equilibrium geometry from OMol25. Energies are from ωB97M-V/def2-TZVPD.

M: 419.53 g/mol
E: -1994.23205 Ha
LUMO level: 0.44 eV
ΔE to the lowest compared entry with this formula, charge and spin: 452.78 kJ/mol

Geometry (Å):
S 1.735387 -1.695386 2.932073
S -0.388491 -4.220686 -0.376015
O -1.134540 1.972381 3.815811
O 4.055698 -2.204600 -1.233675
O -3.219035 5.175121 2.203116
N -2.551692 3.507646 0.888477
N 1.441342 -5.736306 0.565146
N 0.649585 -0.251495 0.892723
N 2.241797 -3.606407 0.428354
N -1.016198 0.941322 1.739756
C -3.211885 4.611836 0.915148
C 1.261191 -4.429865 0.292533
C -1.345794 2.048022 2.624133
C 3.845496 -3.664900 -3.312155
C -0.096465 0.000385 2.026455
C 1.156462 -2.028939 -1.210659
C -3.919571 6.777922 -0.776182
C -2.103974 3.184822 2.198142
C 1.764636 -2.853432 -2.354828
C -0.256131 -2.571056 -1.157502
C -5.013355 6.289907 0.184318
C 2.038214 -2.125112 0.115643
C -3.942396 5.273671 -0.348444
C 0.349308 -0.660038 3.131627
C 3.379172 -1.474044 -0.163613
C -2.445562 4.275237 2.951737
C 1.406600 -1.258539 1.243274
C 3.263578 -2.497639 -2.477374
H -0.009638 -0.599624 4.130355
H 4.176756 -4.376395 -2.572526
H 1.085952 -1.035137 -1.582126
H 1.194017 -2.637951 -3.252918
H -0.804627 -2.461135 -2.168342
H -3.128642 7.462513 -0.329160
H 0.661800 -6.293228 0.234387
H -2.001045 4.480736 3.939439
H 3.331667 -1.608174 -2.978474
H -4.046780 4.531582 -1.125491
H -6.026030 6.237982 -0.252455
H 1.699926 -3.840622 -2.227704
H 3.133956 -4.117727 -3.970287
H 4.723421 -3.382089 -3.930419
H -1.164330 1.155955 0.710146
H -4.987019 6.574199 1.187785
H 3.802771 -1.419493 0.839224
H 3.215920 -0.400029 -0.465583
H 2.349996 -6.005377 0.348274
H -0.835287 -1.990458 -0.441384
H -4.316161 6.944649 -1.830761

Atoms 1-2, force components in eV/Å:
-2.2 1.1 -2.4
0.2 0.4 -0.4

=====

3.
Here is C18H21N5O4S2 in the gas phase in a non-equilibrium geometry from OMol25. Energies are from ωB97M-V/def2-TZVPD.

M: 435.53 g/mol
E: -2069.49564 Ha
LUMO level: 0.25 eV
ΔE to the lowest compared entry with this formula, charge and spin: 466.97 kJ/mol

Geometry (Å):
S -6.706089 -0.428899 -1.992019
S -3.849444 0.732983 -2.159631
O -3.191766 1.966542 -1.716390
O 3.614588 2.430045 3.113454
O 5.729606 1.469876 1.561509
O -3.969447 0.541183 -3.570749
N 0.695069 -0.711103 0.916296
N 1.545584 -2.249974 -0.716487
N 3.658215 -2.526083 -1.279599
N -0.772372 -1.907097 -0.379886
N -2.943616 -0.510096 -1.493349
C -1.806997 -0.703132 -2.370040
C -7.663572 -0.118988 -0.579825
C 4.546287 0.806573 1.490536
C 6.938894 0.825888 1.041585
C 4.278295 -0.229564 0.517731
C -5.454330 0.492217 -1.281209
C -2.770307 -0.523156 0.030388
C 1.974373 -0.192528 1.058086
C 2.790131 -1.767231 -0.584811
C 0.519135 -1.623728 -0.048771
C 3.041137 -0.773104 0.294454
C -7.018684 0.729271 0.231224
C -5.743310 1.208598 -0.148688
C 3.384695 1.342899 2.220582
C -1.134242 -1.977971 -1.840075
C 2.151345 0.755603 2.046457
C 2.929266 3.575391 2.590903
C -1.857746 -1.707427 0.540159
H 3.182259 4.514565 3.000937
H 3.147757 -3.269465 -1.813355
H -1.116003 0.030094 -2.251820
H 1.213500 1.075231 2.433879
H 7.409258 0.264236 1.781646
H 6.903614 0.138418 0.146877
H -3.826044 -0.578172 0.392186
H -5.157932 1.869290 0.450034
H -7.452832 0.893940 1.156237
H -1.892083 -2.703181 -1.950412
H -2.325785 0.466642 0.287958
H -1.526022 -1.544687 1.565900
H -0.298092 -2.230110 -2.539455
H -8.611821 -0.535008 -0.365747
H 1.806590 3.420561 2.655192
H -2.537253 -2.571550 0.506964
H 3.256332 3.666205 1.482357
H 7.562520 1.757881 0.766030
H 5.109230 -0.792238 0.072447
H 4.267525 -1.987240 -1.876717
H -2.029415 -0.812399 -3.392972

Atoms 1-2, force components in eV/Å:
-0.1 -0.1 0.8
0.7 1.1 2.4

=====

4.
Here is C18H21NO2S in the gas phase from OMol25. Energies are from ωB97M-V/def2-TZVPD.

M: 315.44 g/mol
E: -1301.92974 Ha
LUMO level: 0.76 eV
ΔE to the lowest compared entry with this formula, charge and spin: 109.23 kJ/mol

Geometry (Å):
S -0.351207 -4.255103 -3.240269
O 0.351365 0.669042 -2.307993
O -2.320557 1.539917 -0.493607
N -0.768935 1.019198 1.057993
C -0.093775 -1.650233 -2.639273
C -0.310064 -0.481460 -1.929955
C -1.391118 -5.561935 -2.527394
C -1.759020 -1.677668 -0.438763
C 0.294624 0.175128 1.561884
C -1.994323 1.908400 3.006982
C -0.709795 -2.836816 -2.253291
C 2.157286 1.412824 0.424157
C 1.611336 0.912854 1.600624
C 2.278963 1.118363 2.800001
C 3.478606 1.808999 2.825887
C 3.353413 2.106744 0.452217
C 4.016740 2.306141 1.651897
C -0.420053 1.544299 -3.114806
C -1.075715 2.211700 1.826873
C -1.549721 -2.846490 -1.148250
C -1.459384 0.783887 -0.075492
C -1.142893 -0.490075 -0.806968
H 3.770467 2.491590 -0.466508
H -1.333044 1.856658 -2.601650
H 3.990475 1.961695 3.764799
H -2.436388 -5.271772 -2.577256
H 4.950988 2.847662 1.671896
H -0.137555 2.653201 2.173715
H -2.922500 1.468140 2.650987
H 1.860356 0.734525 3.720242
H -2.414906 -1.687400 0.419773
H 0.561011 -1.637141 -3.496970
H -1.084635 -5.768732 -1.506176
H -0.682520 1.064952 -4.063820
H 0.383443 -0.697582 0.910236
H -2.226682 2.828093 3.536683
H 1.642642 1.257191 -0.512123
H -2.044902 -3.748778 -0.828894
H -1.222098 -6.437878 -3.145941
H 0.212075 2.409677 -3.304157
H -1.523263 1.219251 3.704455
H -1.572196 2.910006 1.149366
H 0.033455 -0.171073 2.568886

Atoms 1-2, force components in eV/Å:
0.0 -0.2 0.0
0.0 -0.5 0.4

=====

5.
Here is C18H21NO4 in the gas phase from OMol25. Energies are from ωB97M-V/def2-TZVPD.

M: 315.37 g/mol
E: -1054.25103 Ha
LUMO level: -0.23 eV
ΔE to the lowest compared entry with this formula, charge and spin: 40.73 kJ/mol

Geometry (Å):
O -2.180437 -1.621917 2.269294
O 4.236319 -0.294045 -0.068172
O -0.001328 1.855594 0.593323
O 0.602971 0.014320 1.736245
N -2.280475 0.222092 0.942831
C -1.763738 -0.538419 1.920844
C 2.883414 -0.448846 0.336399
C 4.497141 0.446070 -1.171691
C 6.063119 1.052628 -2.888470
C 2.017591 0.744592 0.038297
C 0.780802 0.946804 0.799132
C -0.195981 -0.581805 3.903764
C -4.674689 -0.503007 0.836957
C -0.537085 0.121784 2.602351
C -3.135075 -1.447662 -0.719624
C 3.589257 1.396198 -1.672954
C 3.936795 2.148648 -2.793517
C -3.383024 -0.167330 0.084590
C -5.521785 -1.252013 -0.196881
C 5.160789 1.971862 -3.406177
C -4.527400 -1.826620 -1.227207
C 2.359760 1.590918 -0.948698
C 5.739904 0.296387 -1.776945
H -0.062872 -1.643138 3.713951
H 0.716430 -0.170782 4.327156
H -6.217982 -0.569188 -0.684840
H -6.107435 -2.038520 0.275772
H 2.915017 -0.646787 1.411022
H -4.702102 -1.381225 -2.207422
H -4.424356 -1.156055 1.671507
H -1.013749 -0.454385 4.606649
H -2.754715 -2.210427 -0.041073
H 2.460995 -1.339823 -0.159396
H -1.793543 1.080649 0.712729
H 6.434330 -0.417995 -1.364201
H 1.733550 2.439669 -1.180411
H -3.558729 0.669881 -0.597853
H 5.420233 2.553515 -4.277182
H -5.172094 0.385426 1.223149
H 3.230537 2.871931 -3.173599
H -0.749890 1.187095 2.764024
H 7.026674 0.921555 -3.357327
H -2.416853 -1.302236 -1.525925
H -4.630291 -2.905391 -1.330419

Atoms 1-2, force components in eV/Å:
-0.1 -0.4 0.1
0.2 0.2 0.0